1.
{"formula": "FNO4S", "method": "ωB97M-V with the def2-TZVPD basis set", "species": ["S", "F", "O", "O", "O", "O", "N"], "xyz": [[-0.430, -0.483, -1.194], [-0.661, 0.951, -1.863], [-1.697, -0.881, -0.678], [0.267, -1.253, -2.159], [0.334, -0.174, 0.086], [0.526, 1.199, 2.502], [1.058, 0.269, 2.217]], "e_tot_ha": -853.604182, "de_lowest_ev": 1.4734, "max_force_ev_per_a": 3.0}

---

2.
{"formula": "C4H34O14", "method": "ωB97M-V with the def2-TZVPD basis set", "species": ["O", "O", "O", "O", "O", "O", "O", "O", "O", "O", "O", "O", "O", "O", "C", "C", "C", "C", "H", "H", "H", "H", "H", "H", "H", "H", "H", "H", "H", "H", "H", "H", "H", "H", "H", "H", "H", "H", "H", "H", "H", "H", "H", "H", "H", "H", "H", "H", "H", "H", "H", "H"], "xyz": [[-0.768, -0.799, -2.556], [-2.545, 0.891, 2.152], [1.795, 0.189, 2.484], [-1.097, 3.448, 1.888], [-3.120, -1.777, 2.136], [0.655, 3.203, -1.438], [-0.421, -3.956, -1.778], [2.848, 0.211, -1.901], [2.241, -3.932, -1.370], [-1.539, -3.524, 0.714], [1.527, 2.567, 1.298], [2.803, -1.765, -0.108], [0.838, 1.320, -3.222], [-1.946, 3.464, -0.638], [-1.145, -0.698, -1.146], [-0.100, 0.051, -0.189], [0.357, 0.229, 2.274], [0.028, -0.693, 1.028], [2.606, -3.290, -0.688], [2.995, -1.487, 0.806], [0.517, 1.668, -4.017], [0.846, -1.382, 0.853], [1.403, 2.382, 0.377], [0.535, -3.931, -1.444], [3.301, 1.040, -2.067], [2.277, 0.852, 1.970], [-0.357, 1.155, -0.016], [-1.797, 4.185, -0.017], [-1.174, -3.356, -0.239], [-2.317, 0.076, 1.706], [2.308, -3.407, -2.172], [-1.679, -4.451, 0.685], [0.689, 2.937, 1.692], [0.835, 1.942, -2.505], [-1.871, 2.641, -0.099], [-0.498, -3.340, -2.516], [-1.068, 4.071, 2.608], [-3.444, 0.667, 2.521], [-0.155, -0.116, -2.934], [-2.138, -0.084, -1.120], [0.898, 0.384, -0.631], [0.010, 1.172, 2.485], [-1.284, -1.757, -0.891], [-2.890, -1.822, 3.099], [1.958, 0.272, -2.312], [3.065, -1.014, -0.771], [0.908, 4.094, -1.507], [-0.744, -1.449, 1.344], [0.166, -0.411, 3.206], [-2.608, -2.450, 1.596], [-0.185, 3.117, -0.948], [-1.518, 2.664, 2.320]], "e_tot_ha": -1226.095187, "de_lowest_ev": 3.1959, "max_force_ev_per_a": 6.9}

---

3.
{"formula": "C6H8GaLiO6", "method": "ωB97M-V with the def2-TZVPD basis set", "species": ["Ga", "O", "O", "O", "O", "O", "O", "C", "C", "C", "C", "C", "C", "Li", "H", "H", "H", "H", "H", "H", "H", "H"], "xyz": [[0.429, -0.356, 1.911], [-1.539, 0.430, -1.196], [2.005, 0.540, 1.321], [-1.220, 0.909, 0.967], [2.445, 0.016, -0.777], [-0.280, -1.205, 0.295], [-2.636, -0.785, 0.346], [-0.712, 1.595, -1.180], [0.544, -1.588, -0.801], [-0.875, 2.102, 0.249], [2.498, 0.937, 0.232], [2.025, -1.341, -0.586], [-1.645, -0.082, 0.051], [-1.825, -2.424, 0.730], [-1.083, 2.294, -1.935], [2.339, -1.709, 0.402], [0.198, -1.069, -1.706], [-1.695, 2.823, 0.350], [0.050, 2.514, 0.665], [2.571, -1.918, -1.342], [0.432, -2.665, -1.010], [0.326, 1.314, -1.404]], "e_tot_ha": -2616.904270, "de_lowest_ev": 0.0000, "multiplicity": 2, "max_force_ev_per_a": 3.4, "charge": 1, "s_squared": 0.764}

---

4.
{"formula": "C21H29N3OS", "method": "ωB97M-V with the def2-TZVPD basis set", "species": ["S", "O", "N", "N", "N", "C", "C", "C", "C", "C", "C", "C", "C", "C", "C", "C", "C", "C", "C", "C", "C", "C", "C", "C", "C", "C", "H", "H", "H", "H", "H", "H", "H", "H", "H", "H", "H", "H", "H", "H", "H", "H", "H", "H", "H", "H", "H", "H", "H", "H", "H", "H", "H", "H", "H"], "xyz": [[-0.371, 2.448, 0.595], [-1.024, 1.426, -3.378], [1.426, -1.863, -1.437], [-2.150, 1.631, 2.247], [-0.646, -0.268, -0.357], [2.187, -4.644, -2.142], [-2.266, 4.885, 5.834], [-1.666, 2.799, 2.770], [-3.195, 2.550, 4.679], [0.532, -1.107, -2.300], [1.049, 0.297, -2.682], [-3.255, 4.149, 6.465], [-1.597, 1.315, 1.141], [0.231, -1.014, 0.523], [2.712, -2.300, -1.974], [1.585, -1.217, -0.147], [2.058, -4.040, -3.551], [0.242, 0.970, -3.792], [-3.717, 2.980, 5.883], [2.721, -2.660, -3.464], [-1.877, 0.128, 0.292], [-0.694, 3.380, 2.002], [-2.198, 3.284, 4.037], [-0.820, -1.010, -1.587], [3.064, -3.664, -1.360], [-1.739, 4.460, 4.630], [0.825, 1.815, -4.193], [0.050, 0.272, -4.612], [3.766, -2.734, -3.770], [-0.969, 5.044, 4.150], [2.246, -1.921, -4.104], [-0.905, 1.947, -2.575], [-0.203, -1.999, 0.768], [-4.489, 2.402, 6.370], [1.009, -3.949, -3.831], [4.121, -3.873, -1.529], [0.366, -0.456, 1.454], [1.207, -4.700, -1.670], [-2.602, 0.412, -0.480], [2.616, -5.645, -2.159], [2.086, 0.213, -3.012], [-3.663, 4.485, 7.407], [2.099, -0.244, -0.232], [-1.529, -0.486, -2.229], [-1.903, 5.798, 6.284], [-2.331, -0.664, 0.909], [1.018, 0.937, -1.798], [2.198, -1.855, 0.494], [-0.148, 4.284, 2.174], [-1.194, -2.030, -1.396], [0.374, -1.689, -3.211], [2.548, -4.659, -4.302], [3.493, -1.549, -1.760], [2.870, -3.713, -0.291], [-3.546, 1.642, 4.215]], "smiles": "OCC[C@@H]1CN(Cc2nc(-c3ccccc3)cs2)CCN1C1CCCC1", "e_tot_ha": -1455.303346, "de_lowest_ev": 1.2706, "max_force_ev_per_a": 1.0}